1.
ORCA calculation (the ωB97M-V functional and the def2-TZVPD basis) on a structure of composition C36H31F4N4O2PSV at a distorted geometry.

As for the calculated total energy: -104560.6186 eV. The LUMO energy (alpha / beta) is -8.1546 / -6.2917 eV. As for the total charge: +2. Its spin multiplicity is 2. Its expectation value of S² is 1.236.

Atoms and positions in Å:
V: 0.59289 -0.16622 0.86798
C: -1.65016 -1.56213 2.38031
N: -0.36268 -0.86835 2.62548
C: 0.46258 -1.71351 3.51727
C: -0.62739 0.44578 3.29060
C: -1.33468 1.37232 2.31669
N: -0.63552 1.27425 1.02878
C: -0.75752 2.26887 0.09079
C: 0.25988 2.29790 -0.86853
F: 1.18346 1.29930 -0.74653
C: 0.35326 3.25656 -1.84393
F: 1.34989 3.22603 -2.71132
C: -0.62659 4.23788 -1.90647
C: -1.66233 4.22082 -0.98835
F: -2.61668 5.13229 -1.05681
C: -1.74284 3.26117 0.01023
F: -2.76372 3.27369 0.85606
H: -2.19176 -1.66849 3.32383
H: -1.45947 -2.54765 1.96476
H: -2.25613 -0.99399 1.68075
H: -0.09279 -1.93080 4.43269
H: 1.38339 -1.19111 3.76842
H: 0.68962 -2.65478 3.01756
H: 0.33644 0.86033 3.58591
H: -1.23274 0.28800 4.18705
H: -1.30651 2.39553 2.69299
H: -2.38912 1.12157 2.17945
H: -0.58891 5.00344 -2.67013
O: 3.83875 -1.56943 -0.91253
C: 2.65812 -1.40349 -1.02692
O: 1.89255 -1.22378 0.07951
C: 1.91847 -1.44846 -2.31838
C: 2.69788 -1.60177 -3.46097
C: 2.10751 -1.77304 -4.70156
C: 0.72673 -1.82192 -4.80450
C: -0.06002 -1.66253 -3.67243
C: 0.51970 -1.44649 -2.42388
P: -0.60831 -1.29359 -1.00107
C: -2.01878 -0.29356 -1.55874
C: -1.87861 0.63743 -2.58916
C: -2.91018 1.51973 -2.88397
C: -4.08484 1.49356 -2.14847
C: -4.23376 0.57088 -1.12075
C: -3.21084 -0.31637 -0.82850
C: -1.16468 -2.98357 -0.68213
C: -2.35413 -3.48250 -1.20946
C: -2.70603 -4.80682 -0.98712
C: -1.87203 -5.63650 -0.25307
C: -0.67254 -5.14982 0.25289
C: -0.31859 -3.82870 0.03919
H: 3.77365 -1.60442 -3.35185
H: 2.72498 -1.89077 -5.58128
H: 0.25583 -1.98690 -5.76413
H: -1.13687 -1.70703 -3.77141
H: -0.97385 0.66645 -3.18133
H: -2.79748 2.21904 -3.70232
H: -4.88987 2.17693 -2.38365
H: -5.15787 0.52938 -0.55941
H: -3.36328 -1.05619 -0.05297
H: -3.00395 -2.85031 -1.79974
H: -3.63010 -5.19136 -1.39698
H: -2.14911 -6.66842 -0.08517
H: -0.01147 -5.80514 0.80414
H: 0.63145 -3.45988 0.41235
N: 3.48254 -1.37907 2.29462
C: 3.41096 -0.04165 2.16247
N: 2.28562 0.64967 2.01394
C: 2.59155 2.03446 2.02808
C: 1.69720 3.10101 2.01117
C: 2.17500 4.40064 2.04042
C: 3.54045 4.66781 2.09354
C: 4.44688 3.62673 2.14715
C: 3.95796 2.32962 2.12207
S: 4.88133 0.86524 2.25180
H: 2.77037 -1.92143 1.83441
H: 4.40000 -1.79071 2.21098
H: 0.63552 2.94021 2.01220
H: 1.47039 5.22200 2.04119
H: 3.89286 5.68924 2.11685
H: 5.50905 3.81697 2.21936


2.
ORCA calculation (the ωB97M-V functional and the def2-TZVPD basis) on a structure of composition C36H31GeMoN3O2S.

The value obtained for the energy relative to the best compared isomer or geometry (same formula, charge and spin) is 1.07 kcal/mol. As for the calculated total energy: -115605.5494 eV. The LUMO energy (alpha / beta) is 0.0548 / 0.0669 eV. Its spin multiplicity is 3. Its expectation value of S² is 2.040.

Atoms and positions in Å:
Mo: -1.79232 -1.12107 1.26231
C: -0.01073 2.79733 -5.24829
C: -0.47204 1.55946 -4.52557
C: 0.11732 1.17347 -3.32549
C: -0.31835 0.04410 -2.65503
C: -1.35632 -0.70983 -3.18503
C: -1.95463 -0.34893 -4.38352
C: -1.50464 0.78341 -5.04656
S: -1.94641 -2.10508 -2.27644
O: -3.05640 -2.65283 -3.01219
O: -0.82195 -2.95429 -1.96958
N: -2.41233 -1.47882 -0.87230
C: -3.51133 -0.64870 -0.77508
C: -4.52651 -0.38772 -1.69962
C: -5.51162 0.50507 -1.33304
C: -5.49957 1.11143 -0.07655
C: -4.47357 0.79623 0.78401
N: -3.50214 -0.05198 0.43718
H: 0.80878 3.27961 -4.71665
H: -0.82460 3.51869 -5.34259
H: 0.32970 2.55440 -6.25639
H: 0.91803 1.76677 -2.89922
H: 0.14387 -0.23469 -1.71902
H: -2.75674 -0.95299 -4.78524
H: -1.96927 1.07047 -5.98323
H: -4.53759 -0.88776 -2.65422
H: -6.30751 0.72933 -2.03228
H: -6.26884 1.80917 0.21936
H: -4.39252 1.22845 1.77245
C: -0.10722 -5.46783 2.95094
C: -0.12713 -5.18114 1.59787
C: -0.58396 -3.94447 1.17904
N: -1.01071 -3.00647 2.04001
C: -0.98632 -3.28941 3.35000
C: -0.54793 -4.50000 3.84258
H: 0.24645 -6.42593 3.30844
H: 0.21010 -5.89890 0.86336
H: -0.61667 -3.68953 0.12584
H: -1.31802 -2.49320 4.00271
H: -0.54564 -4.67649 4.90887
C: -0.64771 0.01869 1.86237
Ge: 1.09287 0.71522 1.48781
C: 0.91216 2.19923 0.22552
C: 2.03163 2.75722 -0.39493
C: 1.89883 3.83770 -1.25978
C: 0.64188 4.37013 -1.51658
C: -0.47980 3.81459 -0.91777
C: -0.34435 2.73499 -0.05260
C: 2.00930 1.36472 3.08403
C: 2.26397 2.72125 3.27496
C: 2.90373 3.16800 4.42594
C: 3.29433 2.26073 5.39942
C: 3.04355 0.90642 5.22202
C: 2.40535 0.46251 4.07193
C: 2.18001 -0.72291 0.73504
C: 3.53992 -0.84807 1.02400
C: 4.29152 -1.87293 0.46213
C: 3.69545 -2.78529 -0.40329
C: 2.34644 -2.67058 -0.70542
C: 1.59715 -1.65056 -0.13392
H: 3.01851 2.34847 -0.20164
H: 2.77645 4.26410 -1.73086
H: 0.53814 5.21467 -2.18700
H: -1.46294 4.21952 -1.12509
H: -1.22231 2.29797 0.40845
H: 1.96185 3.43950 2.52080
H: 3.09546 4.22558 4.56063
H: 3.79309 2.60698 6.29602
H: 3.34652 0.19487 5.98070
H: 2.21675 -0.59834 3.94286
H: 4.01749 -0.14643 1.69908
H: 5.34511 -1.95772 0.69939
H: 4.28671 -3.57907 -0.84313
H: 1.86595 -3.35985 -1.38961
H: 0.54427 -1.57066 -0.39336


3.
ORCA calculation (the ωB97M-V functional and the def2-TZVPD basis) on a structure of composition C36H31N9O4S3Zr at a distorted geometry.

The value obtained for the energy relative to the best compared isomer or geometry (same formula, charge and spin) is 23.50 kcal/mol. As for the calculated total energy: -93217.3739 eV. The LUMO energy is -5.5013 eV. As for the total charge: +2.

Atoms and positions in Å:
Zr: -0.41064 0.00169 0.07077
N: 0.71958 -2.36057 2.82584
C: 0.54352 -1.07630 3.21134
N: 0.00350 -0.11977 2.46643
C: -0.01210 1.08039 3.19545
C: 0.44625 1.00523 4.44954
S: 0.96054 -0.59515 4.80298
C: -0.38449 2.29613 2.49458
C: -0.61491 3.50025 3.03003
S: -0.82484 4.65946 1.78081
C: -0.61189 3.43177 0.59515
N: -0.42641 2.22764 1.10515
N: -0.69648 3.72058 -0.72498
H: 0.67443 -2.59087 1.84684
H: 1.30251 -2.95766 3.38787
H: 0.57261 1.80384 5.16516
H: -0.65862 3.78700 4.07060
H: -0.74287 4.69147 -0.98606
H: -0.16203 3.13822 -1.35250
O: -1.19291 1.37733 -3.40493
C: -1.47947 0.87104 -2.36403
O: -0.92815 -0.23614 -1.83287
C: -2.53124 1.47139 -1.46513
C: -3.47068 2.35783 -2.00374
C: -4.38324 2.90268 -1.16217
C: -4.36108 2.57018 0.21455
C: -5.29145 3.11470 1.13117
C: -5.25136 2.76250 2.44747
C: -4.27920 1.84507 2.90251
C: -3.36719 1.30812 2.04084
C: -3.38671 1.66219 0.67619
N: -2.46928 1.11349 -0.19635
H: -3.43479 2.58072 -3.06161
H: -5.13170 3.59667 -1.52814
H: -6.03673 3.81310 0.76569
H: -5.96497 3.17965 3.14727
H: -4.26185 1.56332 3.94893
H: -2.63348 0.60007 2.39356
C: 6.51562 1.12838 -4.40204
C: 5.44751 1.05033 -3.34669
C: 4.22022 0.44228 -3.62013
C: 3.22114 0.39964 -2.66973
C: 3.47533 0.97039 -1.42192
C: 4.68716 1.58241 -1.11118
C: 5.66592 1.61070 -2.08457
S: 2.21595 1.00764 -0.25365
O: 2.57127 1.85769 0.83970
O: 0.95405 1.39723 -0.98676
N: 1.72023 -0.42504 0.22877
C: 2.43694 -1.63301 0.16555
C: 3.76778 -1.81159 0.40469
C: 4.34137 -3.10094 0.28927
C: 3.58079 -4.17777 -0.05735
C: 2.19679 -4.00512 -0.32281
C: 1.34374 -5.04730 -0.75281
C: 0.03829 -4.77218 -1.04245
C: -0.43938 -3.46475 -0.86808
N: 0.30305 -2.46802 -0.44290
C: 1.63085 -2.72823 -0.19983
H: 6.29470 0.47877 -5.24821
H: 7.48909 0.85134 -3.99476
H: 6.59899 2.15117 -4.77460
H: 4.04533 0.00664 -4.59700
H: 2.26174 -0.05432 -2.88997
H: 4.84372 2.02506 -0.13434
H: 6.61821 2.08192 -1.86836
H: 4.38692 -0.96548 0.68137
H: 5.40054 -3.22614 0.48272
H: 4.01758 -5.16621 -0.14146
H: 1.74045 -6.05125 -0.86109
H: -0.63493 -5.53915 -1.39918
H: -1.47286 -3.23891 -1.09316
C: -3.66358 -1.59875 -1.53463
C: -3.29680 -1.88502 -0.11698
N: -2.23384 -1.50782 0.59260
C: -2.41670 -2.04632 1.87006
C: -3.56352 -2.75202 1.91591
N: -4.09880 -2.63995 0.65387
H: -2.78369 -1.48929 -2.15850
H: -4.25625 -0.68449 -1.60640
H: -4.26722 -2.41450 -1.92933
H: -1.72324 -1.89131 2.66831
H: -4.03567 -3.30826 2.70997
H: -4.96697 -3.04570 0.34384


Question: What is the calculated total energy in the second record?
Answer: -115605.5494 eV


Question: Among the records above, which one has the highest calculated total energy?
Answer: C36H31N9O4S3Zr


Question: Number 2 is which compound?
Answer: C36H31GeMoN3O2S


Question: calculated total energy of number 3 (C36H31N9O4S3Zr)?
Answer: -93217.3739 eV